{
  "formula": "C85H196BrF9N5O11P3",
  "method": "ωB97M-V with the def2-TZVPD basis set",
  "elements": ["C", "C", "C", "C", "P", "C", "C", "C", "C", "C", "C", "C", "C", "C", "C", "C", "C", "H", "H", "H", "H", "H", "H", "H", "H", "H", "H", "H", "H", "H", "H", "H", "H", "H", "H", "H", "H", "H", "H", "H", "H", "H", "H", "H", "H", "H", "H", "H", "H", "H", "H", "H", "H", "C", "C", "C", "C", "P", "C", "C", "C", "C", "C", "C", "C", "C", "C", "C", "C", "C", "H", "H", "H", "H", "H", "H", "H", "H", "H", "H", "H", "H", "H", "H", "H", "H", "H", "H", "H", "H", "H", "H", "H", "H", "H", "H", "H", "H", "H", "H", "H", "H", "H", "H", "H", "H", "C", "C", "C", "C", "P", "C", "C", "C", "C", "C", "C", "C", "C", "C", "C", "C", "C", "H", "H", "H", "H", "H", "H", "H", "H", "H", "H", "H", "H", "H", "H", "H", "H", "H", "H", "H", "H", "H", "H", "H", "H", "H", "H", "H", "H", "H", "H", "H", "H", "H", "H", "H", "H", "C", "N", "C", "C", "C", "C", "O", "H", "H", "H", "H", "H", "H", "H", "H", "H", "H", "H", "H", "H", "H", "C", "N", "C", "C", "C", "C", "O", "H", "H", "H", "H", "H", "H", "H", "H", "H", "H", "H", "H", "H", "H", "C", "N", "C", "C", "C", "C", "O", "H", "H", "H", "H", "H", "H", "H", "H", "H", "H", "H", "H", "H", "H", "C", "N", "C", "C", "C", "C", "O", "H", "H", "H", "H", "H", "H", "H", "H", "H", "H", "H", "H", "H", "H", "C", "N", "C", "C", "C", "C", "O", "H", "H", "H", "H", "H", "H", "H", "H", "H", "H", "H", "H", "H", "H", "Br", "C", "O", "O", "C", "F", "F", "F", "C", "C", "H", "H", "H", "H", "H", "H", "C", "O", "O", "C", "F", "F", "F", "C", "C", "H", "H", "H", "H", "H", "H", "C", "O", "O", "C", "F", "F", "F", "C", "C", "H", "H", "H", "H", "H", "H"],
  "coordinates": [[-3.9009, -10.1819, 4.0039], [-3.9983, -8.6976, 3.7858], [-3.0964, -8.1871, 2.6533], [-3.4492, -6.7074, 2.2757], [-2.4848, -6.0391, 0.8948], [-0.7695, -6.6512, 0.8832], [-0.5393, -8.0421, 0.3141], [0.9354, -8.3293, 0.4475], [1.1569, -9.4899, -0.5137], [-2.4162, -4.2836, 1.0452], [-1.7061, -3.4428, 0.0315], [-2.1032, -2.0039, 0.3905], [-3.5558, -1.6399, 0.2764], [-3.1264, -6.4229, -0.7668], [-4.5234, -5.8302, -1.0227], [-5.6156, -6.9173, -0.7510], [-7.0218, -6.4073, -0.8686], [-4.5877, -10.5326, 4.7443], [-2.9018, -10.5567, 4.2429], [-4.3263, -10.7015, 3.1454], [-3.5943, -8.1276, 4.5686], [-5.0043, -8.3994, 3.6000], [-3.1403, -8.8145, 1.7868], [-2.0840, -8.1601, 3.0649], [-3.1567, -6.0947, 3.0975], [-4.5291, -6.5585, 2.0322], [-0.5125, -6.6272, 1.9784], [-0.2483, -5.8229, 0.4217], [-0.8564, -7.9709, -0.7194], [-1.1926, -8.7312, 0.8576], [1.1108, -8.6532, 1.4588], [1.5292, -7.4643, 0.1540], [2.2202, -9.5468, -0.8339], [0.6016, -9.3470, -1.4273], [0.8966, -10.4571, -0.0126], [-1.9223, -4.1925, 2.0072], [-3.4581, -3.9238, 1.1774], [-1.8997, -3.6408, -1.0453], [-0.6221, -3.6054, 0.1511], [-1.4802, -1.3768, -0.2821], [-1.8434, -1.9040, 1.4597], [-3.8341, -1.0968, -0.6167], [-3.8347, -0.9698, 1.0507], [-4.1889, -2.5436, 0.2584], [-3.0914, -7.4922, -0.9661], [-2.3360, -5.9706, -1.3127], [-4.6479, -5.4535, -2.0662], [-4.6591, -5.0233, -0.2926], [-5.4976, -7.3515, 0.2343], [-5.4623, -7.7529, -1.4083], [-7.7680, -7.1427, -0.6046], [-7.1855, -6.1992, -1.9413], [-7.2816, -5.4836, -0.3834], [2.2562, 6.0172, -7.0401], [1.2954, 5.1838, -6.1953], [-0.1604, 5.5804, -6.6040], [-1.1924, 4.6202, -6.0027], [-2.9102, 5.2291, -6.0397], [-3.4244, 6.6302, -4.9599], [-2.7742, 7.9987, -5.0905], [-3.3854, 9.0254, -4.1285], [-2.6860, 10.3696, -4.0948], [-3.4857, 5.3951, -7.7377], [-3.2534, 6.6766, -8.4698], [-4.0936, 6.7042, -9.7493], [-4.0075, 8.1267, -10.3769], [-3.7622, 3.8142, -5.3175], [-3.3321, 3.3149, -3.9522], [-4.0802, 2.0305, -3.5672], [-3.7516, 1.5271, -2.1156], [3.2985, 5.7062, -6.8679], [2.2780, 7.0458, -6.6838], [1.9825, 5.9577, -8.0850], [1.3880, 5.2820, -5.1083], [1.3815, 4.1281, -6.5791], [-0.2238, 5.6618, -7.7289], [-0.3869, 6.6157, -6.3429], [-0.8401, 4.4941, -4.9528], [-1.2066, 3.6630, -6.5196], [-3.2848, 6.3058, -3.9381], [-4.5133, 6.6838, -5.1559], [-2.8571, 8.5192, -6.0675], [-1.6900, 7.8894, -4.8455], [-3.3908, 8.5948, -3.0895], [-4.4058, 9.1880, -4.3501], [-2.7381, 10.8928, -5.0828], [-1.6807, 10.2533, -3.7283], [-3.2405, 11.0140, -3.4035], [-4.5477, 5.2916, -7.7105], [-3.0455, 4.4723, -8.1898], [-2.1717, 6.8491, -8.6207], [-3.6544, 7.4318, -7.7948], [-5.1267, 6.4734, -9.4570], [-3.7799, 5.9501, -10.4888], [-4.6177, 8.1712, -11.2759], [-2.9448, 8.2695, -10.6017], [-4.3007, 8.8474, -9.6221], [-3.7036, 2.9635, -6.0556], [-4.8353, 4.0717, -5.2205], [-3.5138, 4.1425, -3.2300], [-2.3003, 3.1002, -3.8150], [-3.9364, 1.2019, -4.2740], [-5.1631, 2.2456, -3.5542], [-3.7496, 2.3706, -1.4419], [-2.8361, 0.8868, -2.0875], [-4.5508, 0.9268, -1.6817], [1.0648, -5.6702, -3.3657], [2.5542, -5.6908, -2.9636], [3.2667, -4.3670, -3.2989], [3.4335, -4.1902, -4.8033], [4.1245, -2.5438, -5.2952], [4.1587, -2.5338, -7.1228], [2.9985, -3.2000, -7.8409], [3.2951, -3.5283, -9.2375], [2.1152, -4.0665, -9.9366], [3.1022, -1.2558, -4.5723], [1.7620, -0.9699, -5.3365], [0.5648, -0.4035, -4.5340], [0.7370, 0.9583, -3.8447], [5.7982, -2.1264, -4.7625], [6.8236, -3.3201, -4.8190], [8.0854, -3.1194, -3.9973], [7.8615, -2.9270, -2.4884], [0.7903, -5.6582, -4.4495], [0.6019, -4.8079, -2.8850], [0.5487, -6.5452, -3.0758], [3.0344, -6.5018, -3.5149], [2.7414, -5.8300, -1.9003], [4.2382, -4.2729, -2.8079], [2.6556, -3.5470, -2.8871], [2.5169, -4.2773, -5.4107], [4.0066, -5.0133, -5.1309], [5.1338, -2.9916, -7.3965], [4.2892, -1.5364, -7.4068], [2.0554, -2.6164, -7.8115], [2.6851, -4.1327, -7.3987], [4.0659, -4.3061, -9.2456], [3.5574, -2.5882, -9.7748], [2.2917, -4.0127, -10.9960], [1.2389, -3.4510, -9.8434], [1.9033, -5.1071, -9.6834], [3.7444, -0.3552, -4.3951], [2.8385, -1.6768, -3.5493], [1.5160, -1.9845, -5.6921], [1.9657, -0.3958, -6.2793], [0.3657, -1.1860, -3.7263], [-0.3296, -0.3343, -5.1554], [-0.0491, 1.0468, -3.0792], [0.6188, 1.7259, -4.5868], [1.6431, 1.0241, -3.2419], [5.6909, -1.7180, -3.7375], [6.1295, -1.2469, -5.3206], [7.0423, -3.5883, -5.8934], [6.2730, -4.1918, -4.4659], [8.6448, -2.2898, -4.4167], [8.5841, -4.0718, -4.2274], [8.6734, -3.1138, -1.7992], [7.0302, -3.5110, -2.1575], [7.6376, -1.8421, -2.3337], [4.7138, 8.2918, -0.0555], [4.9918, 7.0337, 0.6758], [5.3654, 6.0021, -0.3391], [6.1485, 7.2253, 1.6518], [3.8622, 6.5896, 1.5022], [3.7615, 5.1910, 2.0289], [4.5767, 4.9599, 3.2374], [3.9546, 8.0378, -0.7859], [5.6703, 8.5794, -0.4972], [4.3884, 9.0784, 0.6198], [4.4370, 5.5118, -0.7310], [5.9764, 5.2765, 0.1468], [5.7765, 6.4170, -1.2490], [7.1084, 7.5015, 1.1954], [6.3221, 6.3425, 2.2790], [5.7999, 8.0034, 2.3654], [3.0021, 6.7168, 0.8733], [3.7722, 7.3210, 2.2684], [4.0034, 4.4933, 1.2063], [2.7062, 4.9255, 2.2734], [4.8187, 4.0005, 3.2396], [-3.0072, 0.5256, 8.4771], [-3.0484, -0.3823, 7.2777], [-4.2877, -0.1449, 6.5721], [-1.8712, 0.0494, 6.4670], [-2.8237, -1.8528, 7.6678], [-3.9777, -2.6615, 8.2657], [-4.9850, -2.8177, 7.2632], [-1.9870, 0.5359, 8.9292], [-3.7684, 0.3601, 9.2355], [-3.0991, 1.5650, 8.1813], [-4.4514, -0.8719, 5.7995], [-4.2877, 0.8802, 6.2170], [-5.0816, -0.2975, 7.2420], [-0.9340, -0.0954, 7.0040], [-2.0266, 1.1046, 6.1830], [-1.9432, -0.4954, 5.5225], [-2.0032, -1.8696, 8.3937], [-2.4251, -2.3758, 6.7664], [-4.4462, -2.1841, 9.0985], [-3.5368, -3.5883, 8.6985], [-5.7913, -3.2171, 7.6683], [3.7503, -5.8017, 4.7309], [3.4606, -5.7447, 3.2791], [4.3221, -6.6681, 2.5429], [2.1034, -6.3445, 3.1582], [3.4002, -4.2893, 2.7137], [3.3988, -4.1621, 1.2116], [2.1355, -4.4431, 0.7303], [3.6083, -6.8396, 5.0320], [3.1288, -5.0653, 5.2230], [4.7877, -5.5871, 4.8885], [4.0770, -7.6516, 2.9710], [5.3872, -6.4716, 2.6785], [3.9920, -6.6102, 1.4599], [1.9706, -7.3385, 3.5154], [1.8637, -6.2997, 2.0932], [1.4394, -5.6613, 3.7063], [4.2326, -3.7316, 3.1528], [2.5229, -3.7901, 3.1481], [4.1636, -4.7967, 0.7579], [3.6960, -3.1306, 0.9248], [1.6724, -3.6359, 0.3764], [2.4175, 2.2508, 7.4286], [1.7857, 3.5583, 7.2965], [2.2749, 4.5208, 8.2614], [2.0955, 4.1273, 5.9718], [0.2798, 3.3765, 7.3376], [-0.3706, 3.4799, 8.6696], [0.2521, 2.6054, 9.5813], [2.1774, 1.8021, 8.4173], [3.5042, 2.3097, 7.3525], [1.9880, 1.6231, 6.6330], [2.1414, 4.2414, 9.2908], [1.7486, 5.4656, 8.0315], [3.3182, 4.7297, 8.1336], [1.7848, 3.4271, 5.2154], [3.1603, 4.2293, 5.8578], [1.6504, 5.1154, 5.8855], [0.1402, 2.4384, 6.8567], [-0.1188, 4.1196, 6.6418], [-1.4092, 3.1700, 8.4737], [-0.3755, 4.4749, 9.0168], [-0.2327, 2.5962, 10.4485], [0.5316, 3.2145, 1.5099], [0.5120, 1.8631, 0.9149], [-0.5416, 1.8110, -0.1163], [1.8719, 1.6071, 0.2847], [0.1874, 0.8550, 1.9016], [1.1091, 0.7430, 3.1222], [0.8780, 1.6510, 4.2251], [1.2795, 3.1731, 2.3329], [-0.4607, 3.4845, 1.7985], [0.9007, 3.8803, 0.7474], [-0.7747, 0.8077, -0.5452], [-0.2380, 2.5650, -0.8378], [-1.5140, 2.1395, 0.3483], [1.9868, 2.3206, -0.5513], [2.0054, 0.5258, 0.0688], [2.6431, 1.8696, 1.0194], [0.2047, -0.0463, 1.3500], [-0.8846, 1.0831, 2.2533], [2.1340, 1.0154, 2.8340], [1.1742, -0.2546, 3.5179], [-0.0679, 2.0116, 4.2523], [1.4626, -1.8004, -1.0175], [-2.6381, 3.1841, 4.6012], [-3.3982, 2.9768, 5.8001], [-1.3725, 2.7824, 4.6650], [-3.3885, 2.2615, 3.5938], [-4.7202, 2.3415, 3.5832], [-3.0319, 2.5728, 2.3027], [-3.1365, 0.9848, 3.8785], [-4.3875, 3.9987, 6.0093], [-5.3067, 3.5105, 7.1280], [-6.1459, 4.2501, 7.1704], [-5.6671, 2.5166, 6.9159], [-4.9174, 3.5531, 8.1397], [-4.9529, 4.0684, 5.1196], [-3.9287, 4.9762, 6.2026], [-2.9182, 4.2011, 4.2503], [-1.0064, -4.7947, 4.6766], [-2.2385, -4.5092, 5.3674], [-1.0077, -5.3505, 3.4879], [-0.5727, -3.1820, 4.4717], [-1.3159, -2.3674, 3.7565], [-0.3451, -2.5585, 5.6680], [0.6313, -3.2192, 3.8590], [-2.8208, -5.7108, 5.7725], [-2.3152, -6.1967, 7.1455], [-2.4067, -5.4766, 7.9650], [-2.7494, -7.1565, 7.4031], [-1.2428, -6.2833, 7.0187], [-2.7133, -6.4853, 4.9761], [-3.8836, -5.5547, 5.9435], [-0.2430, -5.3557, 5.3428], [2.1850, 5.2952, -1.9356], [2.5978, 6.6916, -2.0035], [2.5991, 4.6945, -0.7994], [0.6780, 5.4344, -2.1345], [0.3795, 6.0107, -3.3053], [0.0706, 4.1911, -2.2036], [0.0977, 6.1598, -1.1952], [3.1226, 7.0883, -3.3191], [2.7106, 8.5681, -3.4513], [2.7738, 8.9844, -4.4902], [1.7183, 8.7145, -3.1177], [3.3917, 9.2072, -2.8517], [2.6471, 6.5032, -4.0972], [4.1519, 6.8988, -3.4361], [2.4571, 4.8140, -2.8895]],
  "lumo_ha": -0.215,
  "fmax_ha_per_bohr": 0.0654,
  "charge": 4,
  "orbital_gap_ev": 8.1,
  "homo_energy_ev": -13.91
}